Run A
Density functional theory data (ωB97M-V/def2-TZVPD) for a single C3H4N2O molecule.

The HOMO-LUMO gap is 8.8 eV. Its LUMO energy is 0.030 Eh. As for the SMILES: O=c1[nH]cc[nH]1.

Last column: Mulliken charge in e.
CARTESIAN COORDINATES (ANGSTROEM)
O (-0.4135, 1.4387, 2.0256)  -0.453
C (-0.3402, 0.8288, 1.0029)  0.375
N (1.0079, 0.7506, -0.1695)  -0.332
C (0.7446, -0.4311, -0.7747)  -0.120
C (-0.4623, -0.9454, -0.4848)  -0.484
N (-1.1546, -0.0641, 0.4020)  -0.098
H (1.8979, 1.1672, -0.4916)  0.232
H (1.4610, -0.9568, -1.4028)  0.363
H (-0.6264, -1.9987, -0.3096)  0.255
H (-2.1145, 0.2110, 0.2025)  0.263

---

Run B
Density functional theory data (ωB97M-V/def2-TZVPD) for a molecular structure, C3H4N2O.

The HOMO-LUMO gap (spin up / spin down) is 8.5 / 8.5 eV. Its LUMO energy (spin up / spin down) is -0.006 / -0.006 Eh.

Last column: Mulliken charge in e.
CARTESIAN COORDINATES (ANGSTROEM)
O (-1.0804, -0.6069, 2.0530)  -0.511
C (-0.5997, -0.3625, 0.8045)  0.491
N (-0.4091, 0.9979, 0.4886)  -0.357
N (0.0284, 1.1618, -0.6673)  -0.138
C (0.1790, -0.6348, -1.2988)  -0.066
C (-0.2827, -1.2439, -0.1559)  -0.503
H (-1.2216, 0.2482, 2.4796)  0.353
H (0.1737, 2.1457, -0.8979)  0.239
H (1.2451, -0.6446, -1.5371)  0.246
H (-0.4649, -0.5742, -2.1793)  0.246

---

Run C
Density functional theory data (ωB97M-V/def2-TZVPD) for a single C3H4N2O molecule.

The HOMO-LUMO gap is 9.8 eV. Its LUMO energy is 0.013 Eh. As for the SMILES: On1cccn1.

Last column: Mulliken charge in e.
CARTESIAN COORDINATES (ANGSTROEM)
C (0.1214, 0.8961, 0.0400)  -0.391
C (-1.2011, 0.4072, -0.1100)  -0.275
C (-0.9494, -1.0033, 0.0495)  0.080
H (2.5198, 0.6628, -0.1787)  0.366
H (0.3907, 1.8881, 0.3705)  0.318
H (-2.2537, 0.8456, -0.1018)  0.318
H (-1.9677, -1.6609, -0.3593)  0.220
N (0.9172, -0.2505, 0.3830)  0.364
N (0.2266, -1.4216, 0.0997)  -0.569
O (2.1964, -0.3634, -0.1930)  -0.432

---

Run D
Density functional theory data (ωB97M-V/def2-TZVPD) for a single C3H4N2O molecule.

The HOMO-LUMO gap is 8.7 eV. Its LUMO energy is 0.009 Eh.

Last column: Mulliken charge in e.
CARTESIAN COORDINATES (ANGSTROEM)
O (-1.6491, -0.9935, -0.6544)  -0.466
C (-0.5592, -0.2629, -0.3870)  0.366
N (0.0720, 0.5550, -1.1065)  -0.507
C (1.1865, 0.9957, -0.3059)  -0.215
C (1.3549, 0.4766, 0.9352)  -0.585
N (0.0238, -0.4086, 0.9400)  -0.069
H (-1.8938, -0.7878, -1.5706)  0.376
H (1.8347, 1.7383, -0.7542)  0.394
H (-0.5379, 0.0577, 1.6551)  0.353
H (0.1683, -1.3704, 1.2484)  0.352

---

Energies relative to the most stable structure, in kcal/mol: run A 0.0; run B 58.5; run C 60.5; run D 35.7.